90
Properties=species:S:1:pos:R:3 method="wB97M-V/def2-TZVPD" e_above_lowest_kcal_mol=34.0 e_homo_ev=-2.93 homo_lumo_gap_ev=5.39 total_charge=-1
C -0.244 1.809 -2.458
N -1.543 2.476 -2.353
C -2.179 2.488 -1.136
C -2.048 1.630 -0.029
C -2.434 2.381 1.211
C -2.908 3.770 0.759
C -2.937 3.747 -0.773
C -1.930 3.322 -3.440
C -3.297 3.586 -3.692
C -3.687 4.344 -4.800
C -2.736 4.821 -5.712
C -1.377 4.576 -5.472
C -0.974 3.849 -4.344
H 0.023 1.785 -3.523
H 0.539 2.351 -1.891
H -0.341 0.785 -2.074
H -1.573 0.646 -0.057
H -3.245 1.934 1.800
H -1.579 2.493 1.897
H -3.900 4.011 1.152
H -2.215 4.537 1.124
H -2.470 4.656 -1.182
H -3.982 3.701 -1.114
H -4.059 3.180 -3.021
H -4.746 4.566 -4.954
H -3.046 5.379 -6.597
H -0.618 4.958 -6.159
H 0.095 3.689 -4.168
O -1.842 0.510 5.072
C -1.300 0.081 4.141
Co -0.524 -0.585 2.733
C -2.046 -0.312 2.017
O -3.181 -0.148 1.734
C 0.940 0.212 3.218
O 1.832 0.785 3.689
C 0.137 -2.194 2.454
C -1.239 -2.040 1.985
C -2.366 -2.856 1.954
C -3.667 -2.703 1.396
C -4.764 -3.284 2.079
C -6.058 -3.189 1.581
C -6.282 -2.499 0.381
C -5.197 -2.007 -0.363
C -3.909 -2.146 0.125
Co 0.378 -2.140 0.645
C -0.426 -1.635 -0.806
O -0.976 -1.414 -1.817
C 0.692 -3.817 0.269
O 0.929 -4.911 -0.046
P 2.353 -1.416 0.630
C 2.654 0.388 0.399
C 3.953 0.854 0.136
C 4.186 2.225 -0.012
C 3.129 3.131 0.082
C 1.826 2.666 0.278
C 1.586 1.296 0.418
C 3.296 -1.888 2.139
C 4.092 -0.982 2.849
C 4.777 -1.405 3.993
C 4.678 -2.730 4.427
C 3.877 -3.633 3.727
C 3.190 -3.216 2.583
C 3.422 -2.096 -0.705
C 4.603 -2.800 -0.437
C 5.375 -3.295 -1.490
C 4.974 -3.088 -2.809
C 3.795 -2.393 -3.080
C 3.015 -1.898 -2.033
H 0.559 -2.979 3.066
H -2.239 -3.774 2.533
H -4.554 -3.822 3.005
H -6.891 -3.643 2.130
H -7.299 -2.356 0.021
H -5.351 -1.509 -1.326
H -3.050 -1.880 -0.487
H 4.777 0.138 0.056
H 5.201 2.574 -0.196
H 3.310 4.201 -0.005
H 0.986 3.360 0.336
H 0.552 0.935 0.533
H 4.200 0.044 2.500
H 5.384 -0.686 4.544
H 5.225 -3.060 5.312
H 3.772 -4.667 4.058
H 2.561 -3.926 2.037
H 4.924 -2.956 0.592
H 6.290 -3.839 -1.263
H 5.581 -3.467 -3.626
H 3.474 -2.229 -4.106
H 2.090 -1.353 -2.241

=====

98
Properties=species:S:1:pos:R:3 method="wB97M-V/def2-TZVPD" e_above_lowest_kcal_mol=33.2 e_homo_ev=-3.73 homo_lumo_gap_ev=5.74 total_charge=-1
Sc -0.189 -0.447 0.042
O -0.491 1.268 0.992
C -1.386 2.041 1.555
C -1.012 3.301 2.051
C -1.932 4.130 2.652
C -3.265 3.733 2.790
C -3.643 2.497 2.310
C -2.728 1.644 1.686
C -3.137 0.338 1.181
N -2.353 -0.630 0.720
C -3.178 -1.682 0.381
C -4.466 -1.352 0.628
N -4.426 -0.069 1.133
H 0.024 3.590 1.941
H -1.618 5.097 3.024
H -3.987 4.378 3.270
H -4.675 2.187 2.440
H -2.766 -2.608 0.020
H -5.383 -1.894 0.502
H -5.218 0.485 1.400
C 1.467 -3.747 -4.226
C 1.044 -2.664 -4.985
C 1.063 -1.384 -4.446
C 1.506 -1.178 -3.145
C 1.943 -2.270 -2.393
C 1.923 -3.551 -2.928
P 1.314 0.441 -2.296
C 2.962 1.214 -2.509
C 4.060 0.553 -3.051
C 5.292 1.189 -3.138
C 5.440 2.491 -2.686
C 4.348 3.160 -2.147
C 3.120 2.526 -2.061
C 0.157 1.455 -3.128
C 0.331 2.034 -4.387
C -0.646 2.784 -5.004
C -1.821 3.094 -4.244
C -2.100 2.526 -3.052
C -1.249 1.409 -2.512
H 1.416 -4.747 -4.636
H 0.659 -2.824 -5.984
H 0.682 -0.546 -5.018
H 2.257 -2.129 -1.362
H 2.226 -4.392 -2.319
H 3.953 -0.465 -3.407
H 6.137 0.663 -3.564
H 6.401 2.986 -2.754
H 4.454 4.178 -1.795
H 2.262 3.047 -1.653
H 1.301 1.929 -4.868
H -0.460 3.272 -5.949
H -2.487 3.866 -4.616
H -2.946 2.858 -2.462
O -1.335 -6.015 -1.198
C -2.326 -5.285 -1.833
N -2.054 -5.105 -3.254
C -2.101 -4.021 -4.073
O -2.149 -4.173 -5.286
C -2.077 -2.623 -3.528
C -2.637 -1.613 -4.314
C -2.483 -0.298 -3.945
C -1.743 0.006 -2.804
N -1.247 -0.962 -2.020
C -1.404 -2.245 -2.386
H -0.722 -5.476 -0.656
H -2.514 -4.308 -1.385
H -3.246 -5.874 -1.752
H -2.043 -5.961 -3.789
H -3.149 -1.890 -5.226
H -2.869 0.520 -4.539
H -1.130 1.504 -1.423
H -0.908 -2.967 -1.755
O 1.776 -2.958 1.888
Se 0.298 -3.592 1.397
O -0.752 -3.588 2.616
O -0.218 -2.490 0.237
O 0.535 -4.991 0.619
S 5.150 -0.480 4.156
C 3.840 -0.596 2.953
C 2.599 -1.010 3.314
C 1.633 -1.185 2.269
N 1.793 -0.512 1.088
C 3.045 -0.139 0.758
C 4.105 -0.208 1.619
C 5.189 -2.142 4.775
C 5.048 -3.248 3.946
C 5.125 -4.508 4.512
N 5.351 -4.735 5.808
C 5.486 -3.665 6.585
C 5.403 -2.359 6.128
H 2.345 -1.282 4.328
H 0.602 -1.194 2.627
H 3.175 0.272 -0.233
H 5.091 0.110 1.314
H 4.853 -3.131 2.889
H 4.999 -5.385 3.890
H 5.657 -3.858 7.639
H 5.497 -1.527 6.814